Run a
A cluster of 5 separate species, H10O5 in total, computed with ωB97M-V/def2-TZVPD.

Last column: Löwdin charge in e.
CARTESIAN COORDINATES (ANGSTROEM)
O: -1.2141 2.0171 0.2951  -0.03
H: -1.7282 2.5806 0.8733  0.06
H: -0.8844 2.6063 -0.3833  0.06
O: 1.0982 -3.1917 -1.4205  -0.06
H: 1.1880 -2.3808 -0.9200  -0.01
H: 1.9329 -3.2839 -1.8798  0.02
O: 2.6425 0.0460 2.0160  -0.04
H: 3.0877 -0.7169 2.3846  0.05
H: 3.0951 0.2116 1.1890  0.04
O: 0.2448 -0.5965 0.1095  -0.04
H: 0.8899 -0.2810 0.7424  0.00
H: -0.4342 0.0781 0.1024  0.00
O: -3.4238 0.6025 -0.9782  -0.05
H: -2.5653 0.9801 -0.7868  -0.02
H: -3.9292 1.3285 -1.3436  0.03

Output
Molar mass, g mol⁻¹: 90.1
Structure (SMILES): O.O.O.O.O
HOMO level, eV: -10.82
2S+1: 1

=====

Run b
A cluster of 5 separate species, H10O5 in total, computed with ωB97M-V/def2-TZVPD.

Last column: Löwdin charge in e.
CARTESIAN COORDINATES (ANGSTROEM)
H: 0.1808 0.7972 1.2974  0.01
H: 0.6101 -0.5873 1.8437  0.05
H: 3.3390 -1.6382 -0.1731  0.01
H: 3.5292 -3.1216 -0.4509  0.08
H: 0.9548 4.0323 -0.7875  0.02
H: 2.2551 3.7199 -0.1344  0.05
H: -3.7775 -0.0975 0.2628  0.03
H: -2.5694 0.7534 0.6732  0.00
H: -2.8736 -2.6885 -1.0059  -0.03
H: -1.9520 -1.6930 -1.6882  0.06
O: 0.3512 0.3265 2.0973  -0.06
O: 4.0417 -2.2772 -0.2154  -0.08
O: 1.7807 3.5859 -0.9820  -0.07
O: -3.3724 0.7762 0.1739  -0.06
O: -2.4977 -1.8880 -0.9110  0.00

Output
Molar mass, g mol⁻¹: 90.1
Structure (SMILES): O.O.O.O.O
HOMO level, eV: -11.14
2S+1: 1

=====

Run c
A cluster of 5 separate species, H10O5 in total, computed with ωB97M-V/def2-TZVPD.

Last column: Löwdin charge in e.
CARTESIAN COORDINATES (ANGSTROEM)
O: 31.3601 -3.8194 12.6641  -0.03
H: 31.1469 -3.2167 11.9517  0.06
H: 32.2612 -4.0899 12.4880  0.06
O: 29.0171 -4.2418 14.0054  -0.06
H: 29.9157 -4.0131 13.7682  -0.01
H: 28.4856 -3.9074 13.2829  -0.02
O: 26.7400 -3.9166 15.9917  -0.06
H: 26.6569 -3.0250 16.3297  0.03
H: 27.3216 -3.8336 15.2360  -0.02
O: 27.1923 -3.3417 12.1938  -0.03
H: 26.7599 -4.0050 11.6560  0.06
H: 26.4969 -2.7230 12.4171  0.06
O: 30.9691 -6.6685 14.6081  -0.05
H: 30.4007 -7.4349 14.5315  0.03
H: 30.4885 -5.9682 14.1668  -0.02

Output
Molar mass, g mol⁻¹: 90.1
Structure (SMILES): O.O.O.O.O
HOMO level, eV: -10.78
2S+1: 1

=====

Run d
A cluster of 5 separate species, H10O5 in total, computed with ωB97M-V/def2-TZVPD.

Last column: Löwdin charge in e.
CARTESIAN COORDINATES (ANGSTROEM)
O: -2.0619 0.8649 -2.7542  -0.04
H: -2.3042 1.7487 -2.4779  0.05
H: -2.7625 0.5991 -3.3499  0.05
O: 2.1637 -0.2324 0.7680  -0.03
H: 2.8439 -0.9015 0.6915  0.08
H: 2.6031 0.5846 0.5319  0.09
O: -2.7518 -1.0685 -0.8087  -0.07
H: -2.9239 -0.5646 -1.6041  -0.02
H: -1.8848 -0.7794 -0.5243  -0.04
O: 2.4972 -0.2288 3.4357  -0.06
H: 2.3756 0.7206 3.4443  0.03
H: 2.4037 -0.4744 2.5152  -0.03
O: -0.4260 -0.1090 0.1947  -0.04
H: -0.1769 0.1213 -0.7004  0.04
H: 0.4046 -0.2807 0.6383  0.00

Output
Molar mass, g mol⁻¹: 90.1
Structure (SMILES): O.O.O.O.O
HOMO level, eV: -10.10
2S+1: 1

=====

Q: What are the energies relative to the best structure? A: run a 0.101; run b 0.803; run c 0.000; run d 0.398, in eV.